# 1
ORCA calculation (ωB97M-V/def2-TZVPD) on C5H11NO in the gas phase.

Structure (XYZ):
```
18
Properties=species:S:1:pos:R:3:forces:R:3:lowdin_charge:R:1
C -2.165129 1.243868 -1.326809 -0.13 0.11 -0.03 -0.073
N -1.072228 0.365387 -0.968661 0.10 -0.10 0.09 0.005
C -0.607907 0.273137 0.311406 -0.09 0.07 0.08 -0.472
O -1.074981 0.940219 1.222884 0.16 -0.20 -0.34 0.049
C 0.532290 -0.730192 0.530108 0.04 -0.02 0.00 -0.343
C 1.609845 -0.654633 -0.562422 0.03 0.00 -0.07 -0.078
C 1.139602 -0.534518 1.917139 0.03 -0.01 0.06 -0.078
H -3.100796 0.692288 -1.481879 0.14 0.09 0.04 0.083
H -1.930281 1.803543 -2.238674 -0.02 -0.10 0.15 0.081
H -2.305203 1.944196 -0.501330 -0.01 -0.10 -0.15 0.082
H -0.690047 -0.248714 -1.669690 -0.03 0.12 0.13 0.120
H 0.080766 -1.732595 0.488661 -0.02 0.16 0.02 0.143
H 1.947001 0.377881 -0.708703 -0.03 -0.15 0.04 0.090
H 1.267345 -1.039317 -1.530923 0.04 0.08 0.15 0.067
H 2.479391 -1.256000 -0.275166 -0.15 0.08 -0.02 0.079
H 1.805423 -1.371528 2.152173 -0.06 0.13 -0.02 0.079
H 1.720928 0.393188 1.959434 -0.08 -0.12 -0.03 0.088
H 0.363982 -0.466211 2.682454 0.10 -0.05 -0.12 0.077
```
Positions in Å, forces in eV/Å.

The calculated total energy comes out at -8901.558 eV. The energy above the lowest of the compared OMol25 structures with the same formula, charge and spin is 13.4 kJ/mol. The charge is 0. The value obtained for the frontier orbital gap is 10.4 eV. The LUMO energy is 0.859 eV.

# 2
ORCA calculation (ωB97M-V/def2-TZVPD) on a gas-phase ion, C4H9N2O2 (charge +1).

Structure (XYZ):
```
17
Properties=species:S:1:pos:R:3:forces:R:3:lowdin_charge:R:1
C 0.064634 1.785157 -0.978839 -0.06 -1.50 -0.52 0.019
N 0.439657 0.607656 -0.142115 -0.71 -0.76 0.49 -0.040
C 1.361002 0.784774 0.932286 0.14 1.63 -1.12 -0.374
O 1.862631 1.861451 1.142922 -0.49 -1.30 0.25 0.146
C 1.615846 -0.556051 1.522830 -0.46 -1.62 1.84 -0.092
O 0.707097 -1.486984 0.987414 -2.34 1.60 -3.92 -0.109
C 0.033013 -0.747306 -0.301495 3.33 -1.34 2.84 -0.167
N -1.352373 -1.165349 0.077119 -0.74 -0.09 -1.24 0.242
H 0.836517 2.547074 -0.887056 0.56 -0.54 -0.77 0.101
H -0.272948 1.391843 -1.972149 0.98 0.75 0.53 0.115
H -0.757854 2.319058 -0.587375 -1.35 0.18 0.82 0.072
H 2.553176 -1.004525 1.244045 1.09 0.75 0.46 0.145
H 1.353227 -0.667218 2.608556 1.12 0.88 -0.67 0.169
H 0.400486 -1.328830 -1.188531 -0.67 0.85 0.51 0.188
H -1.534440 -2.051853 -0.471891 -0.26 1.08 0.97 0.202
H -2.018969 -0.414078 -0.202248 0.10 -0.82 0.46 0.190
H -1.316394 -1.368354 1.107828 -0.23 0.26 -0.93 0.195
```
Positions in Å, forces in eV/Å.

The calculated total energy comes out at -11360.742 eV. The energy above the lowest of the compared OMol25 structures with the same formula, charge and spin is 214.7 kJ/mol. The charge is +1. The value obtained for the frontier orbital gap is 10.5 eV. The LUMO energy is -3.936 eV.